No. 1
DFT (ωB97M-V with the def2-TZVPD basis set) results for 10 unconnected molecules or ions with the total composition C4H18BO17.

The geometry in ORCA input format:
```
! RIJCOSX wB97M-V def2-TZVPD def2/J DEFGRID3
* xyz -1 1
O 1.67056 -0.61625 3.61915
C 1.27570 -0.33113 2.54107
O 0.07168 0.11813 2.18527
B -0.03064 0.21727 0.74401
O 1.26767 -0.21711 0.22220
C 2.06579 -0.50997 1.22448
O 3.12328 -1.07293 1.09935
O -0.24912 1.66861 0.38185
C -1.38019 1.77024 -0.23356
O -1.84931 2.75651 -0.73989
C -1.99100 0.36040 -0.36403
O -1.13467 -0.51132 0.12568
O -3.05048 0.08998 -0.84621
O -3.06120 -2.40734 1.47609
H -2.80947 -1.72832 2.11187
H -3.25059 -1.92134 0.66297
O -2.08109 2.45582 3.51449
H -1.53470 2.72171 2.76482
H -2.92979 2.88900 3.36852
O 5.18122 -2.51456 -1.61913
H 4.87889 -1.68543 -1.22597
H 5.92161 -2.26848 -2.18464
O 4.96242 -3.19089 1.43964
H 4.56609 -2.30898 1.32232
H 5.79105 -3.15073 0.95239
O 1.95478 -4.59552 -0.32418
H 2.14829 -3.66222 -0.17068
H 1.12469 -4.75540 0.13813
O 0.50845 4.86846 -0.95871
H -0.09974 5.07227 -1.67717
H -0.05495 4.47192 -0.28349
O -4.13502 4.27942 -1.26830
H -3.50922 3.73321 -0.75302
H -4.61560 3.64274 -1.80528
O -3.69426 -2.37999 -2.66732
H -4.57396 -2.16731 -2.99375
H -3.48985 -1.67007 -2.04124
O 0.97622 0.49127 -2.73755
H 0.36065 1.22793 -2.83339
H 1.67579 0.83038 -2.16680
*
```

Values from the calculation:
**Largest force on an atom**: 0.0299 hartree/bohr
**Energy relative to the best compared isomer or geometry (same formula, charge and spin)**: 23.23 kcal per mole
**E_tot**: -39932.7797 eV
**Molecular weight**: 348.98 g mol⁻¹

=====

No. 2
DFT (ωB97M-V with the def2-TZVPD basis set) results for 10 unconnected molecules or ions with the total composition C4H18BO17.

The geometry in ORCA input format:
```
! RIJCOSX wB97M-V def2-TZVPD def2/J DEFGRID3
* xyz -1 1
O 1.64844 -1.42846 2.23385
C 1.07056 -0.92800 1.30107
O 1.52850 -0.55690 0.10849
B 0.41632 -0.03806 -0.71439
O -0.75109 -0.04547 0.16885
C -0.45997 -0.72002 1.28240
O -1.23031 -1.06549 2.17353
O 0.18947 -0.85268 -1.92692
C 0.07160 -0.10827 -2.94254
O -0.10071 -0.47255 -4.09510
C 0.34554 1.33867 -2.48554
O 0.55950 1.30779 -1.21345
O 0.42893 2.31056 -3.23423
O -4.37831 -1.76139 2.66001
H -3.71547 -1.52272 2.00467
H -3.97170 -1.53676 3.49992
O -1.56913 4.01109 -4.16230
H -0.88219 3.49978 -3.71120
H -1.33784 4.92716 -3.99588
O 4.13111 -2.92998 0.80703
H 3.68323 -3.44217 1.48490
H 3.45161 -2.75347 0.15127
O 3.19875 2.79067 -0.94240
H 2.29257 2.46887 -0.97835
H 3.11516 3.72469 -0.73769
O -3.11892 -0.72845 -2.30531
H -2.50649 -0.15698 -2.77724
H -3.97997 -0.32586 -2.44242
O 0.85426 -2.83729 4.56212
H 1.64437 -2.36889 4.84060
H 0.77833 -2.63718 3.62331
O -1.95125 -2.87433 -1.00467
H -2.37532 -2.03158 -1.21748
H -1.37749 -3.04586 -1.75470
O 3.41138 0.65710 3.79609
H 3.18569 0.15476 3.00685
H 2.74043 1.34176 3.84606
O -1.80059 3.15699 0.11494
H -2.02859 3.05897 1.04247
H -1.21041 2.41996 -0.06663
*
```

Values from the calculation:
**Largest force on an atom**: 0.0758 hartree/bohr
**Energy relative to the best compared isomer or geometry (same formula, charge and spin)**: 21.85 kcal per mole
**E_tot**: -39932.8395 eV
**Molecular weight**: 348.98 g mol⁻¹

=====

No. 3
DFT (ωB97M-V with the def2-TZVPD basis set) results for 4 unconnected molecules or ions with the total composition C4H18N2O4S.

The geometry in ORCA input format:
```
! RIJCOSX wB97M-V def2-TZVPD def2/J DEFGRID3
* xyz 0 1
N -0.86880 1.30069 -1.97428
C -0.87280 0.86275 -0.58684
C -2.11143 1.40318 0.21479
S -3.67499 0.49942 -0.19109
C 0.47834 1.47706 0.05046
N 1.14339 0.55941 0.92531
C 0.56744 0.31281 2.25735
O -0.59312 -0.43776 2.25944
H -0.32880 2.15779 -2.06143
H -1.75930 1.56476 -2.38697
H -0.78774 -0.24341 -0.54961
H -2.34537 2.44174 -0.02359
H -1.90907 1.51032 1.27056
H -3.51207 -0.72193 0.31026
H 1.18449 1.53246 -0.81067
H 0.32923 2.36954 0.62669
H 1.38969 -0.35408 0.55236
H 1.45347 -0.15289 2.71044
H 0.38449 1.22849 2.82504
H -0.41075 -1.30445 1.80186
O 1.45934 -0.65238 -2.81471
H 0.56626 -0.25145 -2.95147
H 2.11099 0.02254 -3.01627
O 0.01408 -2.54340 0.89776
H 0.92327 -2.75128 0.62626
H -0.41490 -3.19532 1.45405
O 2.46372 -2.40445 -0.15639
H 3.24884 -1.87506 -0.33738
H 1.87209 -2.35513 -0.92194
*
```

Values from the calculation:
**SMILES**: N[C@H](CS)CNCO.O.O.O
**Largest force on an atom**: 0.0648 hartree/bohr
**Energy relative to the best compared isomer or geometry (same formula, charge and spin)**: 17.92 kcal per mole
**E_tot**: -26444.8110 eV
**Molecular weight**: 190.27 g mol⁻¹

=====

No. 4
DFT (ωB97M-V with the def2-TZVPD basis set) results for 5 unconnected molecules or ions with the total composition C4H18N2O5.

The geometry in ORCA input format:
```
! RIJCOSX wB97M-V def2-TZVPD def2/J DEFGRID3
* xyz 0 1
C 2.10484 -1.71373 -0.91049
C 0.75660 -1.03990 -0.76761
O -0.10887 -1.19732 -1.70930
N 0.25560 -0.16654 0.20981
C 0.98315 0.31704 1.35788
C 0.45257 1.74932 1.88243
N -0.53483 2.38189 0.87532
H 2.63695 -1.10781 -1.72164
H 2.68422 -2.06065 -0.05821
H 2.01490 -2.68633 -1.44924
H -0.69568 -0.04250 0.15678
H 1.03400 -0.45867 2.13105
H 2.06355 0.50592 1.04322
H 0.01871 1.56550 2.94136
H 1.29898 2.42582 2.00666
H -0.94517 3.17728 1.35083
H -1.23836 1.77424 0.52776
O -2.52628 -0.44114 -2.22523
H -2.43313 0.32524 -2.90604
H -1.69099 -0.86495 -1.95757
O -0.07093 -2.70391 0.96483
H -0.64766 -2.28380 1.54768
H -0.20923 -3.61832 1.02156
O -2.81870 0.38606 0.22049
H -2.60044 0.07997 -0.67018
H -3.83808 0.45181 0.28123
O 1.64877 1.50924 -1.22354
H 0.76650 1.68378 -0.87465
H 1.63899 2.05244 -2.04521
*
```

Values from the calculation:
**SMILES**: CC(=O)NCCN.O.O.O.O
**Largest force on an atom**: 0.0926 hartree/bohr
**Energy relative to the best compared isomer or geometry (same formula, charge and spin)**: 60.66 kcal per mole
**E_tot**: -17656.7370 eV
**Molecular weight**: 174.20 g mol⁻¹

=====

No. 5
DFT (ωB97M-V with the def2-TZVPD basis set) results for 5 unconnected molecules or ions with the total composition C4H18N8O5.

The geometry in ORCA input format:
```
! RIJCOSX wB97M-V def2-TZVPD def2/J DEFGRID3
* xyz 0 1
N -7.30850 18.53569 1.03399
C -7.97794 17.96715 1.93587
N -9.13050 18.54162 2.14568
O -7.38193 17.23364 2.72872
H -7.70487 19.06461 0.27030
H -6.30244 18.44699 1.02575
H -9.66594 19.03887 1.44844
H -9.63962 18.29216 2.98154
N -17.97462 18.03743 -7.96193
C -16.78189 18.43627 -7.65240
N -16.70070 19.74300 -7.44421
O -15.76444 17.78370 -7.44434
H -18.78149 18.63807 -8.05297
H -18.16047 17.04729 -8.03386
H -17.32448 20.32743 -7.98220
H -15.96812 20.18284 -6.90573
N -20.75826 12.76726 -3.81252
C -21.99779 13.14637 -3.54698
N -22.79676 12.79704 -4.52960
O -22.37682 13.60786 -2.49442
H -20.50412 12.30110 -4.67171
H -19.96682 13.07017 -3.26300
H -23.77760 13.03593 -4.49825
H -22.45408 12.18787 -5.25870
N -16.39119 18.53610 -2.06355
C -15.40852 18.32493 -1.37429
N -14.39526 18.04585 -2.14309
O -15.38405 18.37818 -0.19070
H -17.21121 18.81164 -1.54226
H -16.40237 18.11990 -2.98375
H -13.59711 17.73166 -1.60984
H -14.33380 18.41886 -3.07967
O -17.12861 21.61217 5.45821
H -16.62861 21.68962 4.64565
H -17.50444 22.48219 5.59258
*
```

Values from the calculation:
**SMILES**: NC(N)=O.NC(N)=O.NC(N)=O.NC(N)=O.O
**Largest force on an atom**: 0.2095 hartree/bohr
**Energy relative to the best compared isomer or geometry (same formula, charge and spin)**: 86.81 kcal per mole
**E_tot**: -26599.0498 eV
**Molecular weight**: 258.24 g mol⁻¹

=====

No. 6
DFT (ωB97M-V with the def2-TZVPD basis set) results for 5 unconnected molecules or ions with the total composition C4H18NO4S.

The geometry in ORCA input format:
```
! RIJCOSX wB97M-V def2-TZVPD def2/J DEFGRID3
* xyz -1 1
C -2.21630 -0.55639 0.92703
N -1.54227 -0.51592 -0.37452
C -1.66626 0.70179 -1.29050
C -0.39461 1.53936 -1.43728
S 0.88624 1.59569 -0.15065
C -1.38396 -1.37522 1.91088
H -3.17145 -1.09053 0.73047
H -2.26907 0.42922 1.36293
H -0.61547 -0.95754 -0.43729
H -1.80896 0.06385 -2.25647
H -2.47366 1.29566 -0.91022
H 0.24408 1.26798 -2.34409
H -0.84282 2.51023 -1.42163
H -0.34395 -1.17738 1.71696
H -1.81454 -2.44684 2.03170
H -1.64483 -0.96242 2.92141
H -1.21688 3.41808 1.16331
H -1.36242 1.98258 0.94351
O -1.85643 2.75038 1.32117
H 2.42351 -1.19047 -1.42227
H 1.03985 -1.54053 -2.04251
O 1.81965 -1.90997 -1.82213
H 1.85833 -0.45333 0.79365
H 2.85824 0.38461 -0.01033
O 2.64093 -0.58914 0.24570
H 1.90205 -2.49474 -0.38735
H 2.78777 -2.65077 0.79933
O 1.80195 -2.77613 0.64224
*
```

Values from the calculation:
**Largest force on an atom**: 0.1108 hartree/bohr
**Energy relative to the best compared isomer or geometry (same formula, charge and spin)**: 74.88 kcal per mole
**E_tot**: -24954.4547 eV
**Molecular weight**: 176.26 g mol⁻¹

=====

No. 7
DFT (ωB97M-V with the def2-TZVPD basis set) results for 4 unconnected molecules or ions with the total composition C4H18NO5.

The geometry in ORCA input format:
```
! RIJCOSX wB97M-V def2-TZVPD def2/J DEFGRID3
* xyz 1 1
C 0.12908 0.17073 2.10447
O -1.25133 0.04710 2.37438
C 0.30006 1.19389 1.01058
C 1.76094 1.31949 0.51574
C 2.39422 0.00036 0.07368
O 1.56922 -0.48585 -0.98093
N -0.51090 0.82126 -0.18234
H 0.61680 -0.78385 1.91027
H 0.75253 0.53162 2.93829
H -1.40863 0.00992 3.31994
H 0.11685 2.18281 1.31020
H 2.41161 1.91857 1.14480
H 1.77814 1.93442 -0.39768
H 2.44079 -0.67256 0.93638
H 3.37920 0.12274 -0.34477
H 2.03387 -1.12020 -1.55313
H 0.10714 0.20205 -0.75934
H -1.34564 0.22443 -0.08565
H -0.75896 1.60989 -0.79040
H 1.24736 -2.19641 -3.90655
H 0.21171 -2.89644 -3.01659
O 1.05467 -2.42426 -2.99741
H -3.65537 1.74261 -1.24825
H -3.40748 2.51918 -0.01743
O -2.93112 2.12982 -0.75948
H -3.08595 -2.47265 0.08482
H -1.61986 -3.09418 -0.17782
O -2.32895 -2.53449 -0.50578
*
```

Values from the calculation:
**Largest force on an atom**: 0.0439 hartree/bohr
**Energy relative to the best compared isomer or geometry (same formula, charge and spin)**: 24.38 kcal per mole
**E_tot**: -16161.4075 eV
**Molecular weight**: 160.19 g mol⁻¹

=====

Q: Which of these has the highest E_tot?
A: C4H18NO5